(1)
DFT (ωB97M-V/def2-TZVPD) results for C4H6N2 as an isolated structure at a distorted geometry.

Last column: Löwdin charge in e.
Cartesian coordinates (Å):
N (1.63, 0.85, 0.06)  -0.001
N (0.08, -1.38, -0.51)  0.076
C (2.32, 0.39, -0.81)  0.047
C (0.99, -0.62, 0.32)  -0.313
C (-1.16, 0.84, -0.02)  -0.065
C (-0.48, -0.43, 0.45)  -0.335
H (0.04, -1.06, -1.46)  0.100
H (-0.67, 1.28, -0.89)  0.069
H (-2.20, 0.62, -0.28)  0.078
H (1.56, -1.18, 1.05)  0.130
H (-0.93, -0.89, 1.32)  0.130
H (-1.16, 1.59, 0.78)  0.081

Output
relative energy (zero: lowest compared OMol25 entry of this formula, charge and spin) = 87.1 kcal/mol
lowest unoccupied orbital energy = 1.14 eV
electronic energy = -265.3967 Eh
Kohn-Sham gap = 11.3 eV
total charge = 0


(2)
DFT (ωB97M-V/def2-TZVPD) results for a 2-piece molecular cluster, C2H5Br2P overall at a distorted geometry.

Last column: Löwdin charge in e.
Cartesian coordinates (Å):
Br (0.32, 3.17, -2.28)  0.521
Br (1.35, 0.05, -3.01)  0.505
P (-0.30, -0.29, 0.65)  0.754
C (1.78, 1.84, -2.29)  -0.998
C (-0.61, 1.30, 0.79)  -0.485
H (2.07, 1.64, -1.27)  -0.027
H (0.65, -0.48, 1.59)  -0.190
H (2.50, 2.39, -2.96)  0.005
H (-1.21, 1.66, 0.01)  -0.077
H (0.07, 2.06, 1.11)  -0.008

Output
relative energy (zero: lowest compared OMol25 entry of this formula, charge and spin) = 76.7 kcal/mol
lowest unoccupied orbital energy = 0.13 eV
electronic energy = -5568.5008 Eh
Kohn-Sham gap = 9.9 eV
SMILES string = BrCBr.C=P
total charge = 0


(3)
DFT (ωB97M-V/def2-TZVPD) results for a 2-piece molecular cluster, HNO2S2 overall at a distorted geometry.

Last column: Löwdin charge in e.
Cartesian coordinates (Å):
S (-1.84, -2.34, -1.73)  0.699
S (0.22, -1.71, 0.48)  0.860
O (-0.22, -0.12, 0.56)  -0.395
O (-1.02, -2.44, 0.87)  -0.649
N (-0.53, -1.61, -1.90)  -0.559
H (-0.97, 0.20, 1.02)  0.044

Output
relative energy (zero: lowest compared OMol25 entry of this formula, charge and spin) = 26.0 kcal/mol
lowest unoccupied orbital energy (alpha / beta) = -1.29 / -1.44 eV
electronic energy = -1002.0875 Eh
Kohn-Sham gap (alpha / beta) = 6.7 / 6.5 eV
total charge = 0


(4)
DFT (ωB97M-V/def2-TZVPD) results for C4H7HgO3 as an isolated structure at a distorted geometry.

Last column: Löwdin charge in e.
Cartesian coordinates (Å):
Hg (0.09, -1.06, 0.81)  1.376
O (1.78, -0.32, 1.20)  -0.444
O (-1.49, -1.70, -0.09)  -0.376
O (-0.27, 0.68, -0.20)  -0.344
C (-1.10, 0.32, -1.29)  -0.250
C (-2.07, -0.70, -0.80)  -0.312
C (1.01, 1.27, -0.45)  -0.194
C (1.85, 1.01, 0.80)  -0.345
H (1.46, 0.76, -1.32)  0.128
H (1.50, 1.70, 1.60)  0.118
H (-3.07, -0.40, -0.45)  0.103
H (-0.52, 0.18, -2.22)  0.111
H (-2.30, 0.45, -1.82)  0.170
H (2.89, 1.32, 0.56)  0.125
H (0.90, 2.34, -0.67)  0.134

Output
relative energy (zero: lowest compared OMol25 entry of this formula, charge and spin) = 160.0 kcal/mol
lowest unoccupied orbital energy (alpha / beta) = 0.51 / -0.38 eV
electronic energy = -535.4734 Eh
multiplicity = 2
Kohn-Sham gap (alpha / beta) = 8.4 / 8.8 eV
total charge = 0


(5)
DFT (ωB97M-V/def2-TZVPD) results for the molecule C6H8N2O2 at a distorted geometry.

Last column: Löwdin charge in e.
Cartesian coordinates (Å):
O (1.85, 1.43, -1.14)  0.119
O (1.70, 1.97, 0.99)  0.111
N (-3.72, 1.08, -0.20)  0.165
N (1.47, -1.22, 0.76)  0.012
C (0.39, -1.59, -0.14)  -0.281
C (-1.20, 0.47, 0.01)  -0.214
C (1.16, 1.49, 0.01)  -0.539
C (-0.34, 1.50, -0.11)  0.064
C (-0.94, -1.00, 0.30)  -0.146
C (-2.60, 0.80, -0.12)  -0.189
H (1.38, 0.94, -1.82)  0.116
H (0.65, -1.23, -1.15)  0.106
H (-1.04, -1.13, 1.39)  0.135
H (1.14, -0.77, 1.61)  0.082
H (2.33, -0.99, 0.27)  0.083
H (-0.73, 2.50, -0.28)  0.143
H (0.25, -2.68, -0.22)  0.107
H (-1.75, -1.57, -0.16)  0.123

Output
relative energy (zero: lowest compared OMol25 entry of this formula, charge and spin) = 40.5 kcal/mol
lowest unoccupied orbital energy = 0.09 eV
electronic energy = -493.3824 Eh
Kohn-Sham gap = 9.6 eV
SMILES string = N#C/C(=C/C(=O)O)CCN
total charge = 0


(6)
DFT (ωB97M-V/def2-TZVPD) results for C25H24BaN5O6S4 as an isolated structure at a distorted geometry.

Last column: Löwdin charge in e.
Cartesian coordinates (Å):
Ba (0.21, -0.68, 0.00)  1.931
S (-2.53, 3.62, 0.73)  0.908
S (1.03, 2.61, 0.11)  0.795
S (-0.42, 1.12, 2.86)  0.782
S (2.90, -0.80, 2.41)  0.973
O (-7.98, 1.27, -1.26)  0.109
O (-3.74, 1.58, -5.72)  0.093
O (-5.77, 2.24, -5.42)  0.106
O (-2.22, -0.87, -0.18)  -0.248
O (-6.78, 0.69, 0.44)  0.090
O (-1.15, -0.30, -2.02)  -0.239
N (-4.74, 1.72, -5.06)  -0.349
N (4.21, -3.17, 1.06)  0.133
N (-6.94, 0.94, -0.74)  -0.347
N (1.64, -2.52, -1.40)  -0.050
N (2.56, -1.50, 0.89)  -0.464
C (-2.83, 2.14, 1.73)  -0.520
C (1.23, -2.91, -2.59)  -0.109
C (-0.20, 3.47, -0.91)  -0.520
C (-5.84, 1.30, -2.90)  0.105
C (5.15, -1.06, 3.94)  -0.087
C (4.92, -2.66, 2.17)  -0.231
C (0.81, 3.41, 1.73)  -0.511
C (-2.20, -0.39, -1.34)  -0.746
C (1.91, -3.85, -3.36)  -0.018
C (6.81, -2.76, 3.65)  -0.062
C (-4.61, 0.24, -1.09)  0.082
C (0.82, 2.44, 2.90)  -0.542
C (-1.64, 3.02, -0.75)  -0.518
C (-5.76, 0.82, -1.61)  -0.099
C (-3.52, 0.64, -3.21)  0.083
C (3.08, -4.39, -2.85)  -0.022
C (-3.49, 0.16, -1.90)  -0.103
C (6.33, -1.66, 4.34)  -0.068
C (3.19, -2.52, 0.44)  -0.362
C (-4.70, 1.20, -3.68)  -0.099
C (2.77, -3.04, -0.90)  -0.203
C (3.52, -3.97, -1.60)  0.012
C (4.44, -1.56, 2.87)  -0.440
C (6.11, -3.26, 2.55)  -0.009
C (-2.01, 1.98, 3.00)  -0.502
H (-3.88, 2.21, 2.02)  0.076
H (7.73, -3.24, 3.95)  0.113
H (-0.10, 4.54, -0.73)  0.086
H (6.48, -4.11, 2.00)  0.119
H (-4.59, -0.13, -0.08)  0.132
H (1.62, 4.13, 1.87)  0.085
H (-1.82, 2.95, 3.47)  0.084
H (-1.71, 1.93, -0.77)  0.033
H (3.64, -5.11, -3.42)  0.123
H (0.32, -2.45, -2.96)  0.112
H (-2.65, 0.59, -3.84)  0.134
H (4.61, -3.98, 0.62)  0.126
H (4.45, -4.37, -1.22)  0.113
H (-0.13, 3.96, 1.70)  0.033
H (0.70, 2.99, 3.83)  0.089
H (0.12, 3.28, -1.94)  0.082
H (-2.75, 1.25, 1.10)  0.046
H (4.78, -0.19, 4.47)  0.113
H (1.53, -4.13, -4.33)  0.120
H (6.88, -1.27, 5.18)  0.113
H (-2.59, 1.39, 3.71)  0.077
H (1.77, 1.92, 2.96)  0.038
H (-2.20, 3.38, -1.61)  0.079
H (-6.75, 1.74, -3.29)  0.138

Output
lowest unoccupied orbital energy = -3.44 eV
electronic energy = -3310.2954 Eh
Kohn-Sham gap = 7.2 eV
total charge = +1


(7)
DFT (ωB97M-V/def2-TZVPD) results for a 2-piece molecular cluster, C2H8NS overall at a distorted geometry.

Last column: Löwdin charge in e.
Cartesian coordinates (Å):
S (0.66, -1.80, 0.63)  -0.188
N (-0.55, 0.77, -0.84)  -0.214
C (0.67, 1.50, -0.60)  -0.247
C (-1.58, 1.30, 0.08)  -0.163
H (1.49, 1.15, -1.22)  0.065
H (-1.54, 2.39, -0.05)  0.060
H (0.93, 1.76, 0.42)  0.061
H (0.58, 2.54, -1.03)  0.065
H (-0.31, -0.21, -0.65)  -0.089
H (-1.17, 1.10, 1.08)  0.066
H (1.28, -2.98, 0.70)  -0.477
H (-2.58, 0.91, -0.06)  0.061

Output
relative energy (zero: lowest compared OMol25 entry of this formula, charge and spin) = 15.2 kcal/mol
lowest unoccupied orbital energy = 4.22 eV
electronic energy = -533.9468 Eh
Kohn-Sham gap = 7.0 eV
total charge = -1


(8)
DFT (ωB97M-V/def2-TZVPD) results for a 2-piece molecular cluster, CHN2O2P overall at a distorted geometry.

Last column: Löwdin charge in e.
Cartesian coordinates (Å):
P (0.04, 0.89, -0.39)  1.005
O (0.05, -0.13, 2.03)  0.013
O (-1.93, 0.16, 1.16)  0.007
N (2.49, -0.74, -0.48)  0.101
N (-0.73, 0.20, 1.17)  -0.641
C (1.55, -0.08, -0.50)  -0.528
H (-1.47, -0.30, -3.00)  0.043

Output
relative energy (zero: lowest compared OMol25 entry of this formula, charge and spin) = 82.5 kcal/mol
lowest unoccupied orbital energy (alpha / beta) = -3.15 / -0.66 eV
electronic energy = -639.7880 Eh
Kohn-Sham gap (alpha / beta) = 7.9 / 9.8 eV
total charge = 0


(9)
DFT (ωB97M-V/def2-TZVPD) results for a 8-piece molecular cluster, C29H68O19 overall at a distorted geometry.

Last column: Löwdin charge in e.
Cartesian coordinates (Å):
O (12.50, 18.18, 9.87)  0.100
O (16.94, 16.76, 17.92)  -0.165
O (13.63, 22.21, 9.48)  -0.221
O (11.73, 22.57, 12.01)  -0.213
O (12.81, 20.97, 16.57)  -0.172
O (14.16, 16.77, 9.23)  -0.015
O (16.63, 11.60, 12.39)  -0.172
O (8.16, 22.06, 13.67)  0.010
O (12.91, 13.49, 13.71)  0.130
O (13.22, 18.02, 7.69)  0.003
O (13.97, 16.87, 17.89)  -0.225
O (16.85, 14.57, 12.05)  -0.184
O (9.70, 20.75, 14.66)  0.125
O (9.30, 20.62, 12.42)  -0.042
O (11.52, 14.47, 15.16)  -0.025
O (11.14, 10.68, 12.32)  -0.216
O (14.13, 20.76, 13.97)  -0.156
O (10.09, 13.43, 12.41)  -0.235
O (12.14, 12.54, 15.64)  -0.003
C (12.84, 19.34, 7.30)  -0.013
C (9.34, 12.75, 13.40)  -0.098
C (13.01, 20.09, 14.38)  -0.246
C (14.42, 16.29, 10.50)  -0.076
C (11.52, 11.70, 11.37)  -0.191
C (13.20, 17.71, 9.00)  -0.550
C (16.91, 15.89, 12.52)  -0.143
C (7.54, 22.53, 12.48)  -0.049
C (15.68, 12.48, 11.91)  -0.234
C (15.34, 20.35, 14.44)  -0.112
C (12.98, 11.32, 15.28)  0.055
C (13.31, 20.78, 17.88)  -0.092
C (15.79, 13.81, 12.64)  -0.188
C (10.38, 12.71, 11.13)  -0.112
C (11.96, 9.56, 12.17)  -0.112
C (10.18, 19.50, 12.33)  -0.011
C (11.68, 23.33, 13.18)  -0.100
C (11.97, 23.31, 10.82)  -0.188
C (14.77, 16.31, 16.86)  -0.195
C (9.10, 21.11, 13.68)  -0.572
C (11.23, 15.59, 14.28)  -0.008
C (16.37, 10.24, 11.99)  -0.073
C (14.24, 21.47, 10.55)  -0.072
C (12.71, 19.78, 15.82)  -0.202
C (12.22, 22.36, 9.66)  -0.186
C (12.66, 16.31, 17.96)  -0.080
C (16.58, 17.50, 19.11)  -0.080
C (12.28, 13.48, 14.71)  -0.681
C (16.09, 17.04, 16.82)  -0.210
H (11.98, 9.24, 11.10)  0.103
H (15.14, 15.43, 10.28)  0.125
H (12.97, 19.12, 13.84)  0.133
H (8.84, 13.46, 14.07)  0.093
H (12.48, 11.01, 14.39)  0.059
H (15.52, 20.67, 15.46)  0.090
H (11.67, 8.75, 12.82)  0.088
H (9.92, 18.96, 13.17)  0.071
H (17.14, 9.58, 12.37)  0.084
H (15.60, 17.13, 19.50)  0.086
H (11.63, 11.18, 10.43)  0.112
H (15.40, 9.94, 12.36)  0.062
H (11.75, 22.63, 14.03)  0.089
H (12.40, 12.31, 11.74)  0.119
H (17.47, 16.47, 11.76)  0.103
H (16.42, 18.57, 19.00)  0.079
H (10.01, 12.15, 14.01)  0.079
H (12.76, 15.24, 17.76)  0.087
H (14.21, 20.10, 17.81)  0.092
H (9.48, 12.19, 10.78)  0.126
H (10.80, 23.94, 13.20)  0.085
H (11.63, 19.48, 15.84)  0.128
H (11.14, 19.94, 12.21)  0.068
H (17.36, 17.25, 19.83)  0.083
H (16.15, 20.69, 13.82)  0.086
H (12.18, 20.73, 14.02)  0.087
H (6.81, 23.31, 12.70)  0.100
H (14.92, 17.08, 11.06)  0.084
H (16.35, 10.21, 10.88)  0.099
H (15.95, 18.08, 16.76)  0.095
H (12.20, 19.88, 8.07)  0.102
H (13.75, 19.87, 7.19)  0.087
H (9.94, 19.00, 11.38)  0.110
H (10.56, 15.28, 13.47)  0.074
H (12.57, 23.98, 13.23)  0.102
H (11.91, 22.76, 8.71)  0.123
H (12.31, 19.26, 6.38)  0.083
H (12.86, 10.69, 16.12)  0.076
H (16.01, 13.62, 13.71)  0.143
H (14.03, 11.57, 15.13)  0.100
H (15.78, 12.73, 10.84)  0.137
H (17.52, 16.00, 13.43)  0.080
H (12.93, 9.96, 12.40)  0.055
H (13.66, 21.78, 18.17)  0.091
H (14.92, 14.39, 12.44)  0.075
H (7.04, 21.74, 11.94)  0.094
H (11.03, 23.88, 10.61)  0.134
H (13.38, 18.97, 16.19)  0.109
H (13.56, 15.94, 11.07)  0.098
H (8.27, 22.93, 11.81)  0.079
H (14.30, 22.15, 11.40)  0.079
H (13.60, 20.58, 10.72)  0.086
H (8.56, 12.17, 12.97)  0.078
H (10.81, 13.49, 10.40)  0.147
H (11.81, 21.38, 9.89)  0.108
H (15.97, 16.43, 12.73)  0.068
H (12.78, 23.98, 10.89)  0.114
H (15.30, 21.24, 10.28)  0.099
H (14.22, 16.43, 15.93)  0.112
H (12.27, 16.49, 18.97)  0.099
H (14.68, 12.03, 12.04)  0.101
H (10.74, 16.35, 14.94)  0.100
H (15.41, 19.25, 14.43)  0.085
H (14.89, 15.24, 17.00)  0.132
H (12.18, 15.99, 13.86)  0.095
H (16.62, 16.71, 15.95)  0.114
H (12.03, 16.77, 17.22)  0.066
H (12.61, 20.52, 18.61)  0.065

Output
relative energy (zero: lowest compared OMol25 entry of this formula, charge and spin) = 0.0 kcal/mol
lowest unoccupied orbital energy = 0.60 eV
electronic energy = -2575.0206 Eh
Kohn-Sham gap = 9.9 eV
SMILES string = COC(=O)OC.COC(=O)OC.COC(=O)OC.COCCOC.COCCOC.COCCOC.COCCOC.COCCOC
total charge = 0


(10)
DFT (ωB97M-V/def2-TZVPD) results for the molecule C9H9N3O at a distorted geometry.

Last column: Löwdin charge in e.
Cartesian coordinates (Å):
O (-1.60, -3.05, -2.39)  -0.042
N (1.17, 2.37, -0.44)  -0.072
N (0.07, 0.44, -0.50)  0.197
N (0.02, 0.23, 2.26)  0.110
C (0.71, 1.28, 0.32)  -0.453
C (-1.12, -3.09, -0.07)  -0.002
C (-0.30, -0.66, 0.03)  -0.274
C (-1.72, -3.78, -1.06)  -0.039
C (1.44, 3.66, 0.38)  -0.176
C (-0.46, -0.65, 1.46)  -0.132
C (-0.89, -1.95, -2.11)  -0.100
C (0.85, 1.30, 1.56)  -0.049
C (-0.73, -1.73, -0.77)  -0.142
H (2.23, 3.59, 1.41)  0.112
H (-1.07, -3.38, 1.05)  0.134
H (1.51, 1.90, 2.16)  0.088
H (2.26, 4.16, -0.39)  0.092
H (-1.98, -4.86, -1.19)  0.125
H (-0.82, -1.61, 2.03)  0.125
H (0.41, 4.37, 0.78)  0.138
H (-0.88, -1.23, -3.03)  0.177
H (0.87, 2.69, -1.48)  0.186

Output
relative energy (zero: lowest compared OMol25 entry of this formula, charge and spin) = 133.8 kcal/mol
lowest unoccupied orbital energy = 0.02 eV
electronic energy = -587.6492 Eh
Kohn-Sham gap = 8.2 eV
SMILES string = CNc1cncc(-c2ccoc2)n1
total charge = 0


(11)
DFT (ωB97M-V/def2-TZVPD) results for a 2-piece molecular cluster, H3N2O7PS2 overall at a distorted geometry.

Last column: Löwdin charge in e.
Cartesian coordinates (Å):
S (6.09, -1.04, -0.07)  0.556
S (-7.83, -0.85, -0.12)  0.488
P (5.98, 1.52, -0.06)  0.166
O (5.09, -1.82, 0.63)  -0.327
O (6.79, -1.65, -1.14)  -0.259
O (6.15, 2.42, 1.09)  -0.351
O (6.76, -0.19, 0.90)  -0.349
O (6.87, 1.72, -1.21)  -0.341
O (-8.07, -0.86, -1.55)  -0.595
O (-8.47, -1.95, 0.68)  -0.616
N (-8.98, 0.43, 0.41)  -0.262
N (4.53, 0.83, -0.31)  -0.147
H (3.96, 0.56, 0.56)  0.051
H (-9.72, -0.29, 0.51)  -0.020
H (-9.15, 1.16, -0.33)  0.005

Output
lowest unoccupied orbital energy = 3.50 eV
electronic energy = -1775.8155 Eh
Kohn-Sham gap = 5.9 eV
total charge = -2